#A
17
Properties=species:S:1:pos:R:3 method="wB97M-V/def2-TZVPD" lumo_ev="0.64 / -1.60" multiplicity=3 gap_ha="0.222 / 0.299"
C -0.06 0.88 -1.25
C -0.31 -1.15 1.11
C 0.80 0.55 -0.08
N -0.65 -2.06 0.19
N 1.13 1.50 0.86
N 1.68 -0.51 -0.21
O 1.44 -1.40 -1.06
O 2.60 -0.62 0.63
H 0.32 1.78 -1.75
H -0.03 0.06 -1.96
H -1.09 1.07 -0.95
H -1.07 -0.47 1.47
H 0.50 -1.39 1.79
H -1.45 -1.83 -0.39
H 0.15 -2.42 -0.35
H 1.16 2.46 0.53
H 1.98 1.22 1.35

=====

#B
17
Properties=species:S:1:pos:R:3 method="wB97M-V/def2-TZVPD" lumo_ev="0.82 / -2.70" multiplicity=3 gap_ha="0.257 / 0.260"
C -1.05 -1.55 -1.00
C -0.15 -1.06 0.12
C 0.09 0.41 0.17
N 0.97 0.81 -0.96
N -0.89 1.33 0.55
N 1.08 0.65 1.44
O 1.91 1.50 1.31
O 0.80 0.01 2.41
H -2.16 -1.19 -0.97
H -0.68 -1.09 -1.82
H -1.12 -2.56 -1.17
H 0.90 -1.56 0.23
H -0.64 -1.27 1.22
H 1.72 0.22 -1.22
H 1.29 1.76 -0.96
H -0.60 2.22 0.89
H -1.49 1.38 -0.25

=====

Verdict on stability: #B comes out at the bottom.